A.
The following is a DFT calculation (ωB97M-V/def2-TZVPD) of 2 unconnected molecules or ions with the total composition C7H10O2.

Computed properties:
E_LUMO (alpha / beta)   -0.76 / -0.76 eV
Spin multiplicity   1
SMILES   CC1=C(C)C1.O=CC=O
Total charge   0
Orbital gap (alpha / beta)   0.2937 / 0.2936 Eh

Last column: Mulliken charge in e.
Element x y z (Å)
C: -2.051 0.027 -0.622  -1.53
C: -0.628 0.368 -0.340  0.82
C: 0.498 -0.395 -0.502  0.35
C: 0.845 -1.813 -0.654  -1.25
C: 0.419 0.799 -1.315  -0.77
H: -2.655 0.938 -0.623  0.35
H: -2.446 -0.656 0.134  0.36
H: -2.168 -0.447 -1.600  0.36
H: 0.081 -2.319 -1.256  0.33
H: 0.882 -2.310 0.318  0.32
H: 1.806 -1.933 -1.158  0.33
H: 0.264 0.650 -2.378  0.31
H: 0.973 1.688 -1.025  0.19
O: 0.048 2.417 1.453  -0.58
C: -0.057 1.174 1.477  0.18
C: 1.350 0.489 1.853  0.00
O: 1.447 -0.463 2.593  -0.50
H: -0.807 0.649 2.088  0.35
H: 2.197 1.136 1.557  0.39

=====

B.
The following is a DFT calculation (ωB97M-V/def2-TZVPD) of C7H10O2 in the gas phase.

Computed properties:
E_LUMO   0.64 eV
Spin multiplicity   1
Total charge   0
Orbital gap   0.3253 Eh

Last column: Mulliken charge in e.
Element x y z (Å)
C: 1.135 1.526 0.835  -0.37
C: 1.466 0.305 0.732  -0.28
C: -0.219 1.759 0.347  0.45
C: -1.073 0.535 0.282  -0.35
C: 0.703 -0.662 -0.103  0.39
C: -1.959 0.378 -0.956  -1.12
C: 0.570 -2.205 0.398  -1.28
O: -0.621 2.877 0.074  -0.62
O: 0.961 -0.518 -1.487  -0.55
H: 1.699 2.269 1.378  0.42
H: 2.349 -0.121 1.167  0.36
H: -1.090 -0.125 1.095  0.65
H: -2.440 -0.586 -0.900  0.32
H: -1.374 0.648 -1.817  0.29
H: -2.682 1.255 -0.793  0.33
H: -0.211 -2.388 1.168  0.28
H: 1.598 -2.545 0.762  0.34
H: 0.285 -2.832 -0.432  0.37
H: 0.903 0.429 -1.749  0.37

=====

Which structure is the most stable? The one labeled B.

=====

A.
The following is a DFT calculation (ωB97M-V/def2-TZVPD) of C7H16O in the gas phase.

Computed properties:
E_LUMO   0.94 eV
Spin multiplicity   1
SMILES   CC(C)CC(C)(C)O
Total charge   0
Orbital gap   0.3874 Eh

Last column: Mulliken charge in e.
Element x y z (Å)
C: -2.719 -0.488 -0.463  -1.92
C: -1.495 0.340 -0.186  0.81
C: -1.658 1.207 1.100  -1.48
C: -0.046 -0.627 0.177  -1.55
C: 1.268 0.048 -0.167  1.55
C: 2.334 -0.706 0.721  -1.71
C: 1.808 -0.245 -1.560  -1.74
O: 1.409 1.448 -0.071  -0.58
H: -2.720 -1.364 0.090  0.44
H: -3.549 0.006 -0.204  0.51
H: -2.779 -0.829 -1.446  0.45
H: -1.192 0.988 -1.019  0.35
H: -0.706 1.398 1.489  0.35
H: -2.246 0.733 1.872  0.39
H: -2.354 2.067 0.995  0.37
H: -0.005 -1.708 -0.164  0.32
H: -0.125 -0.674 1.223  0.60
H: 2.479 -1.649 0.340  0.43
H: 2.181 -0.624 1.788  0.43
H: 3.246 -0.162 0.473  0.41
H: 2.007 -1.296 -1.754  0.36
H: 2.698 0.255 -1.676  0.56
H: 1.106 0.231 -2.327  0.30
H: 1.058 1.652 0.769  0.33

=====

B.
The following is a DFT calculation (ωB97M-V/def2-TZVPD) of C7H16O in the gas phase.

Computed properties:
E_LUMO   0.88 eV
Spin multiplicity   1
SMILES   CC(C)CC(C)(C)O
Total charge   0
Orbital gap   0.3939 Eh

Last column: Mulliken charge in e.
Element x y z (Å)
C: 1.230 -1.998 -1.320  -1.65
C: 0.108 -1.245 -0.610  0.81
C: -1.168 -1.287 -1.441  -1.41
C: 0.584 0.256 -0.355  -1.39
C: -0.252 1.027 0.649  1.59
C: 0.550 2.400 0.898  -1.69
C: -0.430 0.310 1.987  -1.76
O: -1.504 1.326 0.070  -0.55
H: 2.129 -2.030 -0.707  0.40
H: 1.475 -1.514 -2.265  0.33
H: 0.931 -3.024 -1.532  0.43
H: -0.075 -1.738 0.349  0.19
H: -1.508 -2.314 -1.575  0.41
H: -1.961 -0.725 -0.958  0.33
H: -0.990 -0.856 -2.424  0.30
H: 0.549 0.777 -1.312  0.51
H: 1.614 0.219 0.000  0.36
H: -0.057 3.051 1.526  0.45
H: 0.737 2.911 -0.043  0.40
H: 1.491 2.201 1.404  0.37
H: 0.523 -0.071 2.345  0.34
H: -0.829 0.999 2.730  0.49
H: -1.126 -0.519 1.883  0.38
H: -2.019 1.842 0.700  0.37

=====

Which structure is the most stable? The one labeled B.

=====

A.
The following is a DFT calculation (ωB97M-V/def2-TZVPD) of 2 unconnected molecules or ions with the total composition CH8N3O.

Computed properties:
E_LUMO   -2.92 eV
Spin multiplicity   1
Total charge   +1
Orbital gap   0.3814 Eh

Last column: Mulliken charge in e.
Element x y z (Å)
C: 1.407 0.173 -0.215  0.24
N: 2.492 0.833 -0.032  -0.38
N: -2.486 -0.262 -0.197  -0.29
N: 1.264 -1.050 0.153  -0.30
O: -1.111 -0.144 0.224  -0.71
H: 0.494 0.409 -0.679  0.42
H: 3.316 0.376 0.442  0.26
H: 2.624 1.822 -0.413  0.28
H: -3.060 0.479 0.386  0.35
H: -2.310 0.031 -1.228  0.34
H: -2.858 -1.197 -0.045  0.32
H: 1.905 -1.686 0.612  0.22
H: 0.400 -1.524 0.198  0.25

=====

B.
The following is a DFT calculation (ωB97M-V/def2-TZVPD) of 2 unconnected molecules or ions with the total composition CH8N3O.

Computed properties:
E_LUMO   -3.27 eV
Spin multiplicity   1
Total charge   +1
Orbital gap   0.4486 Eh

Last column: Mulliken charge in e.
Element x y z (Å)
N: 1.132 1.507 -0.397  -0.37
C: 0.827 0.413 0.306  0.69
N: -0.392 -0.082 0.223  -0.36
N: 1.693 -0.080 1.210  -0.38
H: 2.061 1.851 -0.558  0.22
H: 0.403 2.151 -0.644  0.22
H: -0.559 -0.992 0.619  0.25
H: -1.045 0.264 -0.453  0.26
H: 2.606 0.340 1.195  0.22
H: 1.323 -0.499 2.047  0.24
H: -2.989 -1.530 -0.454  0.33
H: -2.707 -1.915 -1.923  0.32
O: -2.354 -1.429 -1.171  -0.65

=====

Which structure is the most stable? The one labeled B.

=====

A.
The following is a DFT calculation (ωB97M-V/def2-TZVPD) of 2 unconnected molecules or ions with the total composition CH8N3O.

Computed properties:
E_LUMO   -3.59 eV
Spin multiplicity   1
Total charge   +1
Orbital gap   0.4415 Eh

Last column: Mulliken charge in e.
Element x y z (Å)
N: -1.970 -0.803 0.149  -0.94
H: -2.263 -0.968 -0.808  0.28
H: -2.389 -1.555 0.692  0.27
H: -0.275 -0.535 0.595  0.39
H: -2.451 0.050 0.436  0.28
N: 0.787 -0.558 0.489  -0.26
C: 1.310 0.844 0.241  0.52
N: 1.147 1.242 -1.027  -0.33
O: 1.806 1.417 1.150  -0.44
H: 1.000 -1.182 -0.293  0.38
H: 1.256 -0.885 1.332  0.37
H: 1.466 2.171 -1.255  0.27
H: 0.577 0.762 -1.701  0.21

=====

B.
The following is a DFT calculation (ωB97M-V/def2-TZVPD) of 2 unconnected molecules or ions with the total composition CH8N3O.

Computed properties:
E_LUMO   -2.88 eV
Spin multiplicity   1
Total charge   +1
Orbital gap   0.3754 Eh

Last column: Mulliken charge in e.
Element x y z (Å)
C: 1.800 0.486 1.125  0.25
N: 2.197 -0.761 1.122  -0.30
N: -2.545 -0.312 -1.412  -0.23
N: 0.743 0.907 0.492  -0.18
O: -1.203 -0.223 -1.206  -0.76
H: 2.390 1.197 1.695  0.34
H: 1.691 -1.452 0.582  0.25
H: 3.027 -1.052 1.617  0.24
H: -2.945 0.617 -1.645  0.32
H: -2.726 -0.952 -2.206  0.32
H: -3.031 -0.683 -0.575  0.32
H: 0.092 0.334 -0.098  0.20
H: 0.510 1.892 0.509  0.24

=====

C.
The following is a DFT calculation (ωB97M-V/def2-TZVPD) of 2 unconnected molecules or ions with the total composition CH8N3O.

Computed properties:
E_LUMO   -3.40 eV
Spin multiplicity   1
Total charge   +1
Orbital gap   0.3879 Eh

Last column: Mulliken charge in e.
Element x y z (Å)
C: 0.495 -0.680 -1.046  0.79
N: 0.000 0.000 0.000  -0.40
N: 0.469 -1.999 -1.079  -0.37
N: 1.043 0.019 -2.027  -0.38
H: -0.289 -0.531 0.826  0.22
H: 0.155 1.009 0.069  0.22
H: 0.383 -2.479 -0.179  0.22
H: 0.518 -2.542 -1.945  0.23
H: 0.972 -0.345 -2.981  0.25
H: 1.134 1.025 -1.870  0.21
O: 0.842 4.839 -3.847  -0.66
H: 0.555 4.638 -4.766  0.33
H: 1.469 5.592 -3.942  0.33

=====

Which structure is the most stable? The one labeled C.

=====

A.
The following is a DFT calculation (ωB97M-V/def2-TZVPD) of 2 unconnected molecules or ions with the total composition C4H10NOS.

Computed properties:
E_LUMO (alpha / beta)   3.87 / 3.86 eV
Spin multiplicity   1
Total charge   -1
Orbital gap (alpha / beta)   0.2002 / 0.2458 Eh

Last column: Mulliken charge in e.
Element x y z (Å)
C: -0.158 -1.284 0.444  -1.02
C: -0.958 0.320 2.353  -1.10
C: 1.317 0.423 -2.531  -0.63
C: 0.034 -0.159 1.415  0.09
N: -0.655 1.460 -0.759  -0.11
O: -1.284 0.513 -1.287  -0.52
S: 0.908 1.911 -1.573  -0.22
H: -1.056 -1.800 0.722  0.37
H: -0.478 -0.955 -0.602  0.15
H: 0.606 -2.068 0.432  0.26
H: -0.558 0.195 3.313  0.37
H: -1.818 -0.406 2.381  0.26
H: -1.147 1.353 2.105  0.25
H: 0.320 -0.168 -2.471  0.18
H: 2.133 -0.121 -2.027  0.17
H: 1.638 0.684 -3.595  0.26
H: 1.155 0.102 1.680  0.25

=====

B.
The following is a DFT calculation (ωB97M-V/def2-TZVPD) of a gas-phase ion, C4H10NOS (charge -1).

Computed properties:
E_LUMO   3.21 eV
Spin multiplicity   1
SMILES   N[C@H](C[O-])CCS
Total charge   -1
Orbital gap   0.2128 Eh

Last column: Mulliken charge in e.
Element x y z (Å)
N: -0.764 -0.158 -1.491  -0.75
C: -0.499 -0.377 -0.068  0.49
C: -1.854 -0.315 0.720  -0.67
O: -2.692 -1.283 0.374  -0.85
C: 0.564 0.574 0.484  -1.28
C: 1.851 0.543 -0.369  -0.43
S: 2.840 -0.942 -0.071  -0.26
H: -0.837 0.868 -1.553  0.28
H: -1.753 -0.372 -1.649  0.36
H: -0.127 -1.393 0.112  0.09
H: -1.543 -0.396 1.817  0.19
H: -2.227 0.752 0.524  0.15
H: 0.939 0.359 1.491  0.43
H: 0.129 1.567 0.571  0.45
H: 1.581 0.668 -1.426  0.34
H: 2.422 1.466 -0.186  0.37
H: 1.972 -1.560 0.719  0.11

=====

Which structure is the most stable? The one labeled B.

=====

A.
The following is a DFT calculation (ωB97M-V/def2-TZVPD) of 2 unconnected molecules or ions with the total composition C4H14NO.

Computed properties:
E_LUMO   -2.98 eV
Spin multiplicity   1
Total charge   +1
Orbital gap   0.4799 Eh

Last column: Mulliken charge in e.
Element x y z (Å)
C: -1.485 -1.306 -0.884  -0.90
C: -1.795 0.007 -0.137  -0.46
N: -0.494 0.519 0.586  -0.23
C: 0.520 -0.304 1.415  -0.41
C: 1.547 -1.040 0.473  -0.92
H: -2.432 -1.609 -1.383  0.37
H: -0.685 -1.099 -1.834  0.23
H: -1.117 -2.116 -0.242  0.27
H: -2.646 -0.082 0.635  0.34
H: -2.069 0.768 -0.813  0.36
H: 0.022 1.198 -0.212  0.41
H: -0.994 1.016 1.338  0.37
H: 0.903 0.452 2.136  0.40
H: -0.035 -1.140 1.911  0.32
H: 1.342 -0.639 -0.517  0.23
H: 1.407 -2.046 0.375  0.39
H: 2.680 -0.883 0.797  0.26
H: 2.287 1.825 -0.917  0.29
H: 1.261 1.918 -1.974  0.29
O: 1.351 1.833 -1.075  -0.62

=====

B.
The following is a DFT calculation (ωB97M-V/def2-TZVPD) of 2 unconnected molecules or ions with the total composition C4H14NO.

Computed properties:
E_LUMO   -2.97 eV
Spin multiplicity   1
Total charge   +1
Orbital gap   0.4702 Eh

Last column: Mulliken charge in e.
Element x y z (Å)
C: 0.016 -0.952 1.374  -1.28
C: -0.383 -0.779 -0.191  0.18
N: -0.554 0.686 -0.752  -0.15
C: -1.659 1.374 0.043  -0.89
C: 0.658 -1.522 -1.040  -1.42
H: 0.766 -1.734 1.418  0.37
H: -0.882 -1.520 1.640  0.42
H: -0.088 -0.016 1.853  0.37
H: -1.358 -1.204 -0.243  0.43
H: 0.417 0.998 -0.736  0.36
H: -0.830 0.730 -1.771  0.42
H: -2.585 0.863 -0.017  0.36
H: -1.365 1.369 1.041  0.33
H: -1.687 2.210 -0.543  0.42
H: 0.653 -2.629 -0.704  0.40
H: 1.768 -1.263 -1.092  0.33
H: 0.273 -1.757 -2.111  0.37
H: 2.732 2.262 0.304  0.32
H: 2.220 1.164 1.137  0.31
O: 1.888 1.718 0.390  -0.64

=====

Which structure is the most stable? The one labeled A.